1.
112
Properties=species:S:1:pos:R:3:forces:R:3:mulliken_charge:R:1 method="wB97M-V/def2-TZVPD" homo_ev=-9.13 lumo_ev=0.1 smiles="CS(=O)(=O)[C@@H]1C[C@@H](CCCI)C(=O)N1.Fc1ccccc1.Fc1ccccc1.Fc1ccccc1.Fc1ccccc1.Fc1ccccc1.Fc1ccccc1.Fc1ccccc1" total_charge=0
C -8.607 3.999 -1.878 0.40 0.10 0.53 -1.0416
S -7.264 5.187 -1.803 -0.39 1.16 -1.27 1.3281
O -6.510 5.136 -3.020 0.96 -1.32 -0.47 -0.6712
O -7.778 6.499 -1.582 -0.71 0.53 1.47 -0.6895
C -6.219 4.647 -0.447 0.20 -1.10 0.16 0.0427
C -4.850 5.351 -0.268 0.59 0.56 0.41 -1.3407
C -3.773 4.212 -0.293 -1.26 0.22 1.01 0.2251
C -2.658 4.330 0.735 0.53 0.44 -0.55 -1.2145
C -1.415 3.437 0.481 -0.09 -0.17 -0.25 -0.4354
C -1.443 2.619 -0.815 0.76 -0.08 0.65 -1.0270
I 0.009 1.005 -0.654 -0.20 0.48 -0.41 0.1029
C -4.727 3.045 0.113 0.46 3.61 -4.70 0.0173
O -4.571 2.255 0.923 0.40 -3.33 3.42 -0.4019
N -5.894 3.236 -0.734 -0.40 -0.69 0.14 -0.5231
H -9.495 4.467 -2.287 0.14 0.40 -0.09 0.4043
H -8.301 3.178 -2.511 0.12 -0.24 0.09 0.3387
H -8.810 3.686 -0.857 -0.06 -0.24 -0.02 0.3486
H -6.827 4.599 0.456 -0.08 0.51 0.02 0.4731
H -4.709 6.131 -1.014 0.16 -0.15 -0.22 0.3984
H -4.697 5.841 0.692 -0.72 0.15 0.15 0.3791
H -3.453 4.191 -1.332 0.28 -0.68 0.02 0.7071
H -2.347 5.374 0.763 0.13 0.06 0.06 0.4250
H -3.033 4.090 1.725 -0.30 0.02 0.07 0.3693
H -1.253 2.759 1.313 -0.21 -0.04 0.19 0.2628
H -0.526 4.060 0.438 0.13 0.07 0.05 0.4132
H -2.380 2.123 -1.020 -0.09 -0.03 -0.11 0.4177
H -1.075 3.218 -1.637 -0.27 -0.11 -0.36 0.4706
H -5.451 3.213 -1.657 -0.49 0.03 -0.22 0.3888
F -0.501 -1.350 6.022 0.03 0.05 0.14 -0.2769
C -1.155 -0.855 4.948 -0.19 0.28 -0.31 -0.1430
C -2.494 -0.539 5.065 -0.12 -0.05 0.26 -0.3599
C -3.163 -0.026 3.964 0.11 -0.01 -0.07 -0.5108
C -2.491 0.154 2.763 -0.03 0.04 -0.10 -0.5018
C -1.146 -0.175 2.663 -0.04 -0.05 0.09 0.0615
C -0.469 -0.679 3.764 0.27 -0.05 0.02 0.0062
H -3.002 -0.695 6.008 0.03 0.00 0.00 0.4413
H -4.211 0.233 4.042 0.01 -0.02 0.01 0.4171
H -3.018 0.550 1.905 -0.01 0.00 0.01 0.5322
H -0.625 -0.036 1.721 -0.11 -0.10 0.35 -0.2350
H 0.582 -0.934 3.709 -0.02 -0.03 0.03 0.5167
F 2.188 1.027 -3.829 -0.01 0.04 -0.02 -0.2995
C 2.578 -0.254 -3.982 0.07 -0.31 -0.01 0.4178
C 2.015 -1.231 -3.184 -0.18 0.03 0.19 -0.2655
C 2.418 -2.549 -3.350 0.11 0.06 -0.12 -0.5132
C 3.380 -2.870 -4.300 0.01 -0.10 0.00 -0.4821
C 3.937 -1.873 -5.089 -0.10 -0.05 0.10 -0.4117
C 3.531 -0.556 -4.934 0.13 0.21 -0.18 -0.3698
H 1.272 -0.961 -2.444 0.04 -0.01 -0.12 0.2223
H 1.981 -3.326 -2.737 -0.01 0.03 0.02 0.3769
H 3.694 -3.898 -4.424 0.00 0.02 0.00 0.3835
H 4.688 -2.121 -5.827 -0.02 0.03 -0.01 0.3930
H 3.947 0.234 -5.546 -0.02 0.01 0.02 0.4672
F 0.448 1.591 12.339 0.00 0.03 0.03 -0.3267
C 0.642 0.718 11.331 0.06 -0.18 -0.22 0.3147
C -0.230 0.721 10.261 -0.18 0.16 -0.02 -0.5297
C -0.025 -0.176 9.223 0.09 -0.04 0.10 -0.1951
C 1.038 -1.068 9.272 -0.02 -0.09 -0.12 -0.6592
C 1.902 -1.061 10.357 -0.34 0.18 0.18 -0.6647
C 1.707 -0.159 11.395 0.12 -0.01 0.16 -0.4715
H -1.057 1.420 10.245 0.03 0.01 0.03 0.4245
H -0.694 -0.181 8.373 0.00 0.01 0.01 0.3783
H 1.192 -1.769 8.461 0.02 0.03 0.00 0.5820
H 2.724 -1.756 10.400 -0.01 -0.04 0.07 0.7037
H 2.374 -0.131 12.247 -0.05 0.01 0.02 0.4345
F -0.114 -3.937 2.408 -0.01 0.02 -0.03 -0.2961
C 0.357 -4.533 3.521 0.12 -0.15 0.26 0.1085
C 1.294 -5.540 3.400 0.10 -0.06 -0.22 -0.4590
C 1.782 -6.148 4.548 -0.10 0.09 0.08 -0.3877
C 1.321 -5.750 5.796 0.05 -0.05 0.07 -0.6304
C 0.375 -4.738 5.897 0.11 -0.09 -0.08 -0.3595
C -0.107 -4.120 4.753 -0.16 0.06 -0.02 -0.1669
H 1.635 -5.841 2.417 -0.02 0.03 0.00 0.4241
H 2.521 -6.934 4.468 -0.02 0.00 -0.03 0.3834
H 1.700 -6.229 6.690 -0.01 0.01 -0.01 0.3874
H 0.013 -4.429 6.869 0.00 0.04 -0.02 0.4057
H -0.837 -3.329 4.814 -0.06 -0.06 -0.07 0.5640
F 3.747 -2.269 8.530 0.21 -0.06 -0.15 -0.2670
C 4.809 -1.471 8.281 0.27 0.15 -0.13 0.4963
C 4.982 -0.310 9.009 -0.17 0.02 0.18 -0.0700
C 6.081 0.493 8.742 0.05 -0.11 -0.13 -0.5535
C 6.984 0.134 7.752 0.08 0.08 0.00 -0.5099
C 6.791 -1.034 7.028 -0.04 0.07 0.09 -0.4016
C 5.700 -1.847 7.296 -0.03 -0.22 -0.14 -0.4831
H 4.265 -0.039 9.771 -0.01 0.01 -0.02 0.2614
H 6.232 1.402 9.309 -0.04 -0.01 0.00 0.3620
H 7.838 0.765 7.544 -0.01 -0.01 0.00 0.3708
H 7.492 -1.314 6.252 -0.01 -0.02 0.01 0.3564
H 5.537 -2.766 6.748 -0.04 0.01 0.01 0.4377
F 3.148 -2.158 -10.502 0.00 -0.04 -0.02 -0.3485
C 3.209 -0.943 -9.923 0.07 0.29 0.20 0.0842
C 4.235 -0.085 -10.266 0.18 -0.06 -0.19 -0.5640
C 4.292 1.167 -9.672 -0.12 -0.04 0.10 -0.3524
C 3.334 1.540 -8.739 0.02 0.09 0.04 -0.5701
C 2.312 0.662 -8.403 0.12 0.06 -0.08 -0.5022
C 2.244 -0.587 -9.002 -0.18 -0.19 0.12 0.0080
H 4.976 -0.398 -10.990 -0.03 -0.02 0.00 0.4392
H 5.087 1.852 -9.937 0.01 -0.03 -0.01 0.3774
H 3.384 2.515 -8.273 -0.01 -0.01 -0.01 0.4154
H 1.568 0.950 -7.672 -0.01 -0.03 -0.01 0.4739
H 1.450 -1.282 -8.758 0.03 -0.02 -0.01 0.5651
F -3.800 -2.339 -12.804 -0.04 -0.01 -0.01 -0.3172
C -2.546 -2.034 -12.417 0.28 0.07 0.09 0.2330
C -2.244 -0.729 -12.083 -0.17 0.18 0.00 -0.3635
C -0.953 -0.419 -11.680 0.02 -0.16 -0.03 -0.4874
C 0.017 -1.411 -11.626 0.03 0.03 -0.01 -0.2584
C -0.304 -2.716 -11.971 -0.06 0.11 0.02 -0.5069
C -1.596 -3.035 -12.364 -0.05 -0.23 -0.06 -0.3437
H -3.013 0.031 -12.138 -0.02 -0.04 0.00 0.4102
H -0.703 0.599 -11.408 -0.02 0.00 -0.02 0.3831
H 1.021 -1.166 -11.318 0.00 0.00 -0.05 0.4341
H 0.453 -3.488 -11.932 -0.01 0.00 0.01 0.3817
H -1.869 -4.048 -12.629 -0.03 0.03 -0.02 0.4106



2.
83
Properties=species:S:1:pos:R:3:forces:R:3:mulliken_charge:R:1 method="wB97M-V/def2-TZVPD" homo_ev="-18.32 / -18.36" e_above_lowest_kj_mol=431.3 lumo_ev="-13.4 / -13.0" total_charge=+4
Sn 0.415 -0.364 -0.312 -0.46 0.87 -1.35 0.4549
C -0.511 -0.542 -4.770 0.22 -0.21 0.18 -0.6901
C -1.373 0.528 -4.902 -0.09 0.01 -0.40 -0.9725
C -1.717 1.295 -3.806 -0.14 0.28 0.40 -1.0703
C -1.209 1.011 -2.535 0.17 -0.47 -0.68 1.1717
C -0.338 -0.081 -2.427 0.55 -0.20 1.69 0.6438
C 0.018 -0.846 -3.516 -0.05 -0.06 -0.26 -1.1578
C -1.551 1.797 -1.344 0.02 0.02 0.15 0.7282
C -2.435 2.885 -1.392 -0.20 0.26 0.12 -1.2702
C -2.712 3.603 -0.257 0.15 -0.24 -0.18 -1.1821
C -2.110 3.246 0.963 0.28 -0.40 0.00 1.1998
C -2.338 3.943 2.169 0.07 -0.09 0.11 -0.8367
C -1.752 3.528 3.333 -0.10 0.12 -0.01 -0.8573
C -0.922 2.395 3.334 0.02 -0.07 -0.16 -0.7637
C -0.674 1.708 2.175 0.23 -0.30 0.10 0.0960
C -1.247 2.112 0.960 -0.36 0.63 0.47 -0.0770
N -0.988 1.427 -0.189 0.35 -0.47 -0.26 0.9811
H -0.234 -1.148 -5.620 -0.04 0.02 -0.13 0.4987
H -1.783 0.769 -5.874 -0.01 0.03 0.03 0.4696
H -2.389 2.125 -3.944 -0.09 0.09 -0.11 0.5236
H 0.699 -1.681 -3.421 0.05 -0.06 0.01 0.6075
H -2.909 3.165 -2.319 0.04 -0.02 -0.04 0.6293
H -3.396 4.437 -0.293 -0.09 0.15 -0.02 0.5223
H -2.987 4.804 2.157 -0.09 0.12 0.00 0.5157
H -1.926 4.057 4.257 -0.04 0.07 0.04 0.4612
H -0.481 2.064 4.261 0.07 -0.02 0.13 0.4826
H -0.031 0.827 2.179 -0.04 0.12 0.10 -0.3012
C 2.102 -0.596 4.605 -0.04 -0.05 -0.51 -1.2980
Sb 2.261 -1.557 2.669 0.63 -0.49 0.85 0.8360
C 1.803 -3.605 3.171 -0.09 0.38 -0.17 -1.1876
C 4.389 -1.735 2.351 -0.42 0.19 -0.12 -1.2902
H 2.684 -1.215 5.283 0.08 -0.14 0.02 0.4794
H 1.065 -0.570 4.921 -0.11 -0.04 0.00 0.4189
H 2.513 0.405 4.575 0.06 0.12 -0.06 0.4184
H 2.742 -4.148 3.140 0.14 -0.04 -0.01 0.4423
H 1.106 -4.059 2.478 -0.08 -0.05 -0.13 0.2905
H 1.389 -3.627 4.175 -0.02 0.08 0.09 0.4334
H 4.783 -2.123 3.285 0.00 -0.06 0.21 0.4800
H 4.854 -0.779 2.138 -0.02 0.11 -0.01 0.3925
H 4.589 -2.444 1.555 -0.06 -0.06 -0.10 0.4355
C -4.185 -3.895 -1.025 -0.28 -0.94 -0.87 -0.8529
N -4.532 -2.625 -0.410 1.02 -0.39 0.58 0.4624
C -4.838 -2.821 0.997 -1.37 0.26 1.03 -0.8147
N -3.649 -3.351 1.640 -0.27 -0.01 -0.05 0.3216
C -3.266 -4.622 1.050 -0.01 -0.11 -0.11 -0.8604
N -3.004 -4.422 -0.365 -0.21 -0.62 -0.25 0.2575
C -1.815 -3.691 -0.647 0.51 0.67 -0.29 -1.1283
P -1.906 -1.920 0.027 -0.60 -0.95 0.34 1.0015
C -3.638 -1.565 -0.698 0.06 0.88 -0.36 -0.9996
C -2.585 -2.410 1.732 0.34 0.81 0.01 -1.1691
H -3.994 -3.763 -2.091 -0.02 0.06 0.07 0.3676
H -5.010 -4.599 -0.903 0.02 0.14 0.02 0.3130
H -5.662 -3.532 1.098 0.14 0.07 -0.08 0.3082
H -5.134 -1.878 1.462 0.05 -0.05 -0.08 0.3701
H -4.074 -5.346 1.177 0.03 0.09 -0.03 0.2951
H -2.372 -5.010 1.545 -0.10 0.06 -0.05 0.3773
H -1.662 -3.631 -1.730 0.10 -0.06 0.10 0.4314
H -0.952 -4.200 -0.208 -0.01 0.07 -0.06 0.5264
H -3.529 -1.445 -1.780 0.07 -0.05 0.03 0.4721
H -4.007 -0.625 -0.277 0.05 -0.07 0.06 0.5118
H -2.942 -1.500 2.225 0.13 -0.09 0.06 0.4316
H -1.769 -2.835 2.325 0.00 0.06 -0.05 0.5814
C 4.956 1.626 -1.452 0.44 -0.85 0.08 -0.8333
C 3.723 0.701 -1.382 -0.03 -0.25 -0.01 -0.4643
N 2.517 1.478 -1.089 -0.25 -0.20 0.11 0.6950
C 2.783 2.330 0.070 -0.11 -0.01 0.22 -0.2500
C 3.801 3.426 -0.296 -0.30 0.35 0.81 -0.9772
N 4.461 3.019 -1.561 0.48 0.39 -0.10 0.1003
C 3.487 3.104 -2.675 -0.56 0.13 -0.77 -0.9691
C 2.224 2.330 -2.243 -0.29 0.01 -0.22 -0.4822
H 5.576 1.386 -2.317 -0.04 0.20 0.05 0.3812
H 5.581 1.543 -0.561 -0.07 0.17 -0.08 0.3218
H 3.858 -0.053 -0.603 0.08 0.04 -0.05 0.2278
H 3.568 0.179 -2.326 0.05 0.00 0.00 0.4327
H 3.158 1.691 0.876 0.01 0.10 -0.02 0.2757
H 1.846 2.778 0.409 0.08 0.06 0.02 0.2815
H 4.545 3.557 0.490 0.08 -0.01 -0.20 0.3784
H 3.313 4.390 -0.456 0.12 -0.07 -0.11 0.3646
H 5.250 3.646 -1.749 -0.08 -0.06 0.01 0.3292
H 3.942 2.672 -3.569 0.08 0.03 0.15 0.3519
H 3.258 4.149 -2.891 0.15 -0.05 0.12 0.3755
H 1.862 1.709 -3.065 0.02 0.07 0.03 0.2913
H 1.421 3.014 -1.966 0.00 0.01 -0.02 0.3074



3.
12
Properties=species:S:1:pos:R:3:forces:R:3:mulliken_charge:R:1 method="wB97M-V/def2-TZVPD" homo_ev=-9.34 e_above_lowest_kj_mol=76.4 lumo_ev=0.8 smiles="CN(C)C=O" total_charge=0
C -0.313 1.304 -0.379 -0.16 0.62 0.02 -0.8068
N -0.036 -0.083 -0.096 -0.02 -0.48 -0.11 0.0575
C 0.821 -0.502 0.999 -0.11 -0.15 0.30 -0.7650
C -0.645 -1.053 -0.821 -0.02 0.09 0.08 -0.0238
O -0.494 -2.245 -0.637 -0.03 0.16 -0.06 -0.5681
H -1.381 1.543 -0.239 0.35 -0.03 -0.09 0.3156
H 0.258 1.941 0.302 -0.12 -0.18 -0.08 0.2729
H -0.010 1.584 -1.396 -0.13 -0.09 0.15 0.3134
H 0.244 -1.063 1.751 0.18 0.13 -0.24 0.2760
H 1.620 -1.154 0.639 -0.07 0.04 0.02 0.2743
H 1.257 0.371 1.480 -0.01 0.01 -0.08 0.2994
H -1.319 -0.642 -1.603 0.15 -0.12 0.10 0.3545



4.
6
Properties=species:S:1:pos:R:3:forces:R:3:mulliken_charge:R:1 method="wB97M-V/def2-TZVPD" homo_ev="-9.93 / -9.93" e_above_lowest_kj_mol=178.7 lumo_ev="-1.5 / -1.5" total_charge=0
N 0.217 -0.809 -0.229 -0.67 -1.49 0.17 -0.3928
O 1.505 1.345 -0.243 2.00 0.67 0.53 -0.3559
S 0.168 1.211 -0.665 -1.26 -3.69 -1.14 0.6350
Cl -0.963 -2.438 -0.517 1.31 2.91 0.17 -0.1483
Cl -1.028 1.557 0.827 -1.41 1.03 1.61 -0.0718
H 0.102 -0.866 0.826 0.03 0.57 -1.34 0.3338



5.
23
Properties=species:S:1:pos:R:3:forces:R:3:mulliken_charge:R:1 method="wB97M-V/def2-TZVPD" homo_ev=-8.30 e_above_lowest_kj_mol=171.8 lumo_ev=0.8 smiles=CCc1c[nH]cn1.CC total_charge=0
C -0.776 -0.153 -3.447 -0.78 -1.22 0.64 -1.0441
C -0.183 1.138 -2.854 -1.44 0.70 0.37 -0.3072
C 0.422 0.977 -1.484 0.33 -2.95 -0.62 0.5388
C 1.214 -0.093 -0.950 -1.43 3.77 0.50 -0.6643
N 1.599 0.395 0.299 -1.07 1.91 -1.26 -0.0203
C 1.057 1.674 0.396 0.91 1.00 2.69 -0.2284
N 0.229 1.958 -0.576 1.74 0.37 0.16 -0.5640
H -0.654 -0.415 -4.537 -0.50 1.09 0.96 0.3296
H -1.793 -0.302 -3.045 -0.06 0.29 -0.90 0.2728
H -0.339 -1.042 -2.984 0.66 0.21 0.17 0.2802
H 0.498 1.466 -3.598 1.32 0.56 -0.29 0.2299
H -0.868 2.069 -2.717 0.54 -1.93 -0.52 0.2714
H 1.496 -1.056 -1.220 0.30 -1.22 -0.80 0.4083
H 2.356 0.033 0.827 0.40 -0.19 0.55 0.2093
H 1.379 2.486 1.206 -0.93 -2.40 -1.62 0.2902
C -1.074 -1.619 2.645 0.18 -1.40 0.68 -0.8522
C -0.289 -0.680 3.486 -1.52 0.35 3.01 -0.6932
H -1.977 -1.965 3.258 1.58 -0.34 -0.95 0.2699
H -1.480 -1.133 1.828 -0.97 1.23 -1.78 0.3055
H -0.380 -2.340 2.195 -0.71 -0.73 0.41 0.2796
H 0.538 -0.127 3.092 0.12 0.42 -0.87 0.2425
H -1.157 0.010 3.844 2.23 -0.54 0.13 0.2040
H 0.184 -1.280 4.336 -0.91 1.02 -0.63 0.2418



6.
72
Properties=species:S:1:pos:R:3:forces:R:3:mulliken_charge:R:1 method="wB97M-V/def2-TZVPD" homo_ev=-7.23 e_above_lowest_kj_mol=0.0 lumo_ev=0.3 total_charge=0
Tl -1.534 1.361 1.153 0.02 0.01 -0.02 0.6981
C -0.658 -0.673 -1.716 -0.01 0.00 0.00 -0.7430
N -0.115 -0.456 -0.389 -0.02 -0.01 0.01 0.9953
C 0.296 -1.668 0.287 -0.02 0.00 0.00 0.2822
C -0.860 -2.321 0.976 0.00 0.01 0.00 -0.5847
N -1.966 -1.726 1.321 0.00 0.02 0.00 -0.0637
C -2.695 -2.685 2.015 0.00 0.00 -0.01 0.3708
C -3.946 -2.590 2.621 0.00 0.00 0.00 -0.8352
C -4.436 -3.710 3.264 0.00 0.00 0.00 -0.5472
C -3.706 -4.907 3.308 0.00 0.00 0.00 -0.4219
C -2.465 -5.019 2.710 0.00 0.00 0.00 -1.0940
C -1.979 -3.887 2.068 0.01 0.00 0.00 0.7728
N -0.807 -3.626 1.380 0.00 0.00 0.00 0.0956
C -1.185 0.612 -2.271 0.01 -0.01 -0.01 0.0353
N -1.736 1.555 -1.559 -0.02 -0.03 0.03 -0.3286
C -2.073 2.556 -2.461 0.01 0.02 0.00 0.3929
C -2.652 3.803 -2.240 0.00 0.00 0.00 -0.7726
C -2.838 4.625 -3.333 0.00 0.00 0.00 -0.6087
C -2.460 4.224 -4.624 0.00 0.00 0.00 -0.4458
C -1.885 2.990 -4.859 -0.01 0.00 0.00 -1.0394
C -1.702 2.170 -3.752 0.00 -0.01 0.00 0.5364
N -1.142 0.913 -3.599 0.00 0.01 0.00 0.0264
H -1.484 -1.388 -1.641 0.00 0.00 0.00 0.3955
H 0.081 -1.095 -2.412 0.00 0.00 0.00 0.3177
H 0.641 0.225 -0.404 0.02 0.03 -0.01 -0.4169
H 1.035 -1.395 1.047 0.00 0.00 0.00 -0.5326
H 0.786 -2.389 -0.384 0.00 0.00 0.00 0.2276
H -4.506 -1.666 2.582 0.00 0.00 0.00 0.4638
H -5.404 -3.668 3.746 0.00 0.00 0.00 0.3916
H -4.125 -5.762 3.822 0.00 0.00 0.00 0.3831
H -1.904 -5.944 2.745 0.00 0.00 0.00 0.3950
H -0.037 -4.255 1.233 0.00 0.00 0.00 0.2165
H -2.928 4.117 -1.241 0.00 0.00 0.00 0.4683
H -3.274 5.606 -3.195 0.00 0.00 0.00 0.4190
H -2.610 4.903 -5.452 0.00 0.00 0.00 0.3991
H -1.578 2.690 -5.852 0.00 0.00 0.00 0.4224
H -0.669 0.377 -4.306 0.00 0.00 0.00 0.2824
F 0.760 5.095 -4.601 -0.01 0.00 0.00 -0.4063
C 0.845 4.493 -3.412 0.00 0.00 -0.01 0.7490
C 1.289 3.188 -3.316 0.00 0.01 0.00 -0.1958
F 1.607 2.508 -4.429 0.00 0.00 -0.01 -0.4296
C 1.381 2.580 -2.080 0.00 0.01 0.00 -0.0840
F 1.807 1.297 -2.071 0.00 0.00 0.00 -0.2997
C 1.038 3.212 -0.887 0.01 -0.02 -0.01 0.4851
S 1.170 2.438 0.676 -0.07 -0.04 0.01 -0.4019
C 0.577 4.521 -1.030 0.00 0.01 0.00 0.4864
F 0.190 5.214 0.047 0.00 0.00 -0.01 -0.4275
C 0.483 5.157 -2.255 0.00 0.00 0.00 0.2248
F 0.030 6.412 -2.330 0.00 -0.01 0.00 -0.3894
C -0.941 0.692 4.705 0.00 0.00 0.01 -0.9936
S 0.461 0.248 3.665 -0.01 -0.01 -0.02 0.1726
C 0.457 -1.528 3.964 0.01 -0.01 0.01 -0.5281
H -1.847 0.190 4.364 0.00 0.00 0.00 0.2074
H -1.080 1.769 4.626 0.00 0.00 0.00 0.3448
H -0.746 0.437 5.746 0.00 0.00 0.00 0.3814
H 0.668 -1.739 5.012 0.00 0.00 0.00 0.5126
H 1.247 -1.959 3.350 0.00 0.00 0.00 0.1177
H -0.504 -1.965 3.690 0.00 0.01 0.00 -0.0485
N 3.044 -0.276 1.742 -0.16 -0.10 -0.01 -0.0278
C 3.790 -1.142 0.955 -0.01 -0.01 0.00 0.1856
C 3.627 -1.154 -0.433 0.00 0.00 0.00 -0.0226
C 4.308 -2.076 -1.211 0.00 0.00 0.00 -0.4862
C 5.168 -3.000 -0.633 0.00 0.00 0.00 -0.6212
C 5.341 -2.982 0.745 0.00 0.00 0.00 -0.4853
C 4.660 -2.069 1.534 0.00 0.00 0.00 -0.7403
H 2.565 0.479 1.260 0.19 0.13 0.02 -0.2237
H 3.445 0.006 2.621 0.02 0.00 -0.01 0.3136
H 2.986 -0.412 -0.895 0.00 0.00 0.00 0.5455
H 4.176 -2.059 -2.286 0.00 0.00 0.00 0.4124
H 5.703 -3.713 -1.245 0.00 0.00 0.00 0.3861
H 6.015 -3.688 1.214 0.00 0.00 0.00 0.3693
H 4.798 -2.069 2.610 0.00 0.00 0.00 0.3636